{"formula": "C15H45F2NNiO24P5S2", "method": "ωB97M-V/def2-TZVPD", "elements": ["Ni", "S", "S", "P", "P", "P", "P", "P", "F", "F", "O", "O", "O", "O", "O", "O", "O", "O", "O", "O", "O", "O", "O", "O", "O", "O", "O", "O", "O", "O", "O", "O", "O", "O", "N", "C", "C", "C", "C", "C", "C", "C", "C", "C", "C", "C", "C", "C", "C", "C", "H", "H", "H", "H", "H", "H", "H", "H", "H", "H", "H", "H", "H", "H", "H", "H", "H", "H", "H", "H", "H", "H", "H", "H", "H", "H", "H", "H", "H", "H", "H", "H", "H", "H", "H", "H", "H", "H", "H", "H", "H", "H", "H", "H", "H"], "xyz": [[2.0057, 3.3874, -2.5652], [1.2699, 0.6689, -0.8142], [0.0770, 2.4898, -0.1595], [-3.5252, -3.3753, -2.2419], [2.7446, -4.6926, -2.9627], [-2.4246, 4.4480, 5.4603], [-0.2957, 1.5177, -4.8024], [1.8927, 1.2825, 6.6856], [-0.2022, 4.0845, -0.4266], [2.7639, 0.4119, -1.4806], [-1.2111, 1.8562, -0.4530], [-3.4369, 5.1312, 6.2353], [1.7920, 1.2364, 8.2031], [-0.3480, -0.0601, -4.5867], [1.4245, -5.3800, -2.8517], [-2.0852, 5.1917, 4.0434], [-2.6281, 2.8761, 5.0958], [3.5775, -4.8878, -4.4287], [2.9173, 2.4287, 6.3659], [1.4612, 0.3122, 0.5420], [2.7418, -3.1494, -2.5979], [2.4078, -0.0177, 5.8450], [-3.2657, -3.3843, -3.7221], [3.8899, -5.2300, -1.9236], [0.4500, -0.2721, -1.5127], [-0.9517, 4.3540, 6.1730], [-2.2141, -3.8899, -1.3960], [0.4914, 1.6540, 5.8923], [-0.1169, 1.6059, -6.4289], [-4.7621, -4.2926, -1.7523], [0.6662, 2.2011, -3.8453], [-3.8391, -1.8362, -1.7080], [-1.8262, 1.9284, -4.5118], [0.3979, 2.6636, 1.2489], [1.1473, 2.3654, -1.1800], [-1.2250, 4.6945, 3.0100], [-3.7210, 2.1327, 5.7482], [-0.9696, 3.8143, 7.4633], [-2.2419, 3.1838, -5.1053], [-0.8745, -3.2773, -1.5140], [-1.1163, -0.9775, -5.3521], [-2.9882, -0.6599, -1.9206], [2.8166, -1.1376, 6.5609], [2.6692, 3.8084, 6.7744], [3.7026, -6.1926, -4.9604], [0.5427, 1.7446, 4.4704], [5.1193, -4.4757, -1.7046], [0.9902, 1.0005, -7.0520], [2.4930, -2.1913, -3.6907], [-5.7737, -4.6550, -2.7309], [-0.9339, 4.6246, 8.1915], [-1.7549, 3.0811, 7.6471], [-0.2510, 1.1916, 3.9680], [5.0041, -3.4450, -1.3692], [1.6462, 0.3736, -6.4480], [-0.1559, 3.1251, 7.6890], [-1.6829, -1.7021, -4.7672], [-6.4655, -3.8520, -2.9852], [-3.6280, 0.1683, -1.6159], [1.9991, 4.3954, 6.1463], [3.4688, -6.2784, -6.0215], [2.3391, 3.7449, 7.8113], [3.0666, -1.0332, 7.6167], [-1.2940, 3.6080, 3.0639], [-2.0302, -0.7165, -1.4036], [-2.6525, 2.8401, -6.0548], [1.9902, -1.8483, 6.5524], [-3.6729, 1.0955, 5.4166], [-4.6446, 2.6138, 5.4261], [-1.6582, 4.1012, -5.1810], [-2.8590, -0.6939, -3.0024], [0.4610, 2.7355, 4.0238], [-0.2206, 5.1179, 3.0075], [-1.8538, -0.5934, -6.0568], [-3.6728, 2.2050, 6.8348], [-5.4241, -5.0987, -3.6630], [5.6796, -4.4548, -2.6393], [3.5080, -2.1099, -4.0794], [1.4728, 1.2941, 4.1239], [1.7913, -2.4501, -4.4837], [-1.7079, 5.0045, 2.0833], [-0.7600, -2.4166, -0.8551], [-6.3690, -5.4510, -2.2836], [-0.7328, -3.0567, -2.5720], [0.6638, 0.3761, -7.8837], [4.7736, -6.3835, -4.8917], [-0.1039, -3.9505, -1.1385], [-3.1445, 3.4621, -4.5613], [3.1601, -6.9037, -4.3374], [5.6397, -5.1327, -1.0077], [3.5562, 4.4252, 6.9190], [1.5320, 1.8290, -7.5081], [3.7407, -1.3982, 6.0449], [-0.4677, -1.6867, -5.8664], [2.2392, -1.1963, -3.3251]], "forces_ev_per_a": [[-0.503, -0.428, -0.938], [4.155, -4.310, -2.428], [-7.988, 6.963, 6.454], [-0.002, 0.154, 3.525], [1.755, -2.252, -0.239], [0.737, -0.719, -5.526], [-0.294, -0.532, 0.214], [-0.359, -0.300, 2.101], [-0.078, -0.713, -0.885], [-1.805, 1.023, 0.483], [2.241, 0.209, 0.054], [-0.138, 0.152, 0.947], [-0.947, -0.594, -3.255], [0.217, 0.570, 0.688], [1.726, 0.932, -0.301], [-0.699, -0.747, 3.566], [-0.043, 1.706, 0.937], [-2.317, 2.188, 2.144], [0.509, 1.329, -1.669], [0.182, 1.126, 0.534], [-1.085, 0.489, -1.398], [-1.344, 3.883, 1.074], [0.174, 0.319, 0.049], [-1.623, 1.095, -0.587], [-0.225, 1.308, -0.931], [-0.182, 0.162, 0.782], [-1.983, 0.724, -1.160], [0.809, 0.061, 1.023], [-1.137, 0.594, 3.062], [2.427, 1.831, -0.993], [-0.851, -0.856, -2.203], [0.339, -2.934, -0.640], [2.585, 0.560, -0.388], [0.224, -1.221, -1.419], [3.029, -4.598, -0.879], [-0.671, -0.722, -0.860], [-0.278, 0.272, -0.162], [-0.302, -1.491, 0.796], [-2.892, -0.437, -0.562], [0.139, -0.077, -0.142], [-0.361, -1.412, -0.665], [-0.681, -0.418, -0.751], [0.890, -1.718, 0.575], [0.050, -0.348, 1.468], [1.067, -0.761, 0.413], [0.559, -0.689, -1.235], [0.015, -1.110, -0.626], [1.118, 0.137, -1.545], [1.734, 0.409, 0.186], [-1.345, -0.923, -0.490], [0.114, 0.278, 0.117], [-0.838, 0.722, -0.219], [-0.238, -0.310, 0.591], [-0.443, -0.278, 0.288], [-0.177, 0.289, 0.482], [1.318, 0.434, -0.467], [-0.042, 0.564, 0.952], [0.382, 0.338, 0.337], [0.410, -0.045, -0.007], [-0.205, -0.604, -0.257], [-0.562, 0.393, 0.181], [-0.656, 0.088, -0.042], [-0.079, 0.816, -0.007], [0.648, 0.082, -0.323], [-0.154, -0.051, 0.106], [0.406, 0.724, -0.442], [0.430, -0.445, -0.405], [0.197, 0.296, -0.032], [-0.042, -0.265, -0.010], [0.973, -0.738, 0.235], [0.430, 0.685, 0.019], [0.269, 0.416, 0.759], [-0.080, -0.181, 0.549], [0.390, 0.706, 0.011], [0.220, -0.033, -0.075], [0.770, 0.312, 0.184], [0.057, -0.007, -0.055], [-0.288, 0.283, -0.751], [-0.022, 0.183, -0.227], [-0.057, -0.679, 0.366], [0.094, -0.030, 0.023], [-0.639, 0.353, -0.230], [0.198, 0.207, 0.387], [0.300, 0.202, 0.229], [-0.397, 0.000, 0.134], [0.005, -0.501, 0.042], [-0.513, -0.653, -0.417], [0.174, 0.058, 0.309], [-0.054, -0.180, -0.365], [0.167, 0.556, 0.125], [0.607, -0.745, -0.776], [0.450, -0.256, 0.125], [-0.280, -0.950, 0.145], [0.447, 0.532, -0.391], [-0.237, -0.452, 0.603]], "lowdin_spin": [0.9628, 0.0016, 0.0041, -0.0200, 0.0001, -0.0123, 0.0018, 0.0002, -0.0001, -0.0007, 0.0032, 0.1994, 0.0178, 0.0005, 0.0017, 0.0035, 0.1267, 0.0001, 0.0004, 0.0033, 0.0000, 0.0012, 0.5037, 0.0000, 0.0001, 0.4655, 0.2080, 0.0044, 0.0007, -0.0087, 0.0116, 0.2443, 0.0006, 0.0027, 0.0082, -0.0002, 0.0102, 0.0882, 0.0000, 0.0159, 0.0014, 0.0189, 0.0001, -0.0002, 0.0000, 0.0047, 0.0000, 0.0000, 0.0000, -0.0014, 0.0429, 0.0018, 0.0003, 0.0000, 0.0000, 0.0339, 0.0004, -0.0002, -0.0005, -0.0001, 0.0000, -0.0001, 0.0000, -0.0001, 0.0079, 0.0000, 0.0000, -0.0003, 0.0057, 0.0000, 0.0111, 0.0020, 0.0001, 0.0000, 0.0036, -0.0002, 0.0000, 0.0000, 0.0009, 0.0000, -0.0002, 0.0110, -0.0001, 0.0047, 0.0000, 0.0000, 0.0009, 0.0000, 0.0000, 0.0000, 0.0000, 0.0000, 0.0000, 0.0003, 0.0000], "charge": 2, "s2": 3.78, "max_force_ha_per_bohr": 0.241, "total_energy_ev": -181491.130, "lumo_energy_ev": [-5.2, -10.9], "spin_multiplicity": 4}